[1]
Density functional theory data (ωB97M-V/def2-TZVPD) for a cluster of 2 separate species, C4H8O in total.

## Properties
Highest occupied orbital energy in eV: -8.59
E_tot in Eh: -232.29564
Frontier orbital gap in Eh: 0.3569

```
13
C4H8O, DFT ωB97M-V/def2-TZVPD
C 1.820 0.242 0.608
O 1.002 -0.911 0.431
C -0.303 -0.660 0.360
C -1.504 -1.096 0.176
C -1.345 0.391 0.478
H 1.461 0.852 1.443
H 1.841 0.847 -0.304
H 2.822 -0.129 0.826
H -0.076 0.002 -2.302
H -0.390 0.427 -2.826
H -2.221 -1.872 -0.029
H -1.477 1.127 -0.324
H -1.632 0.779 1.463
```


[2]
Density functional theory data (ωB97M-V/def2-TZVPD) for a cluster of 3 separate species, C4H18N2O2 in total in a non-equilibrium geometry.

## Properties
Highest occupied orbital energy in eV: -18.57
E_tot in Eh: -422.57437
Net charge: +2
Frontier orbital gap in Eh: 0.4395

```
26
C4H18N2O2, DFT ωB97M-V/def2-TZVPD
C -0.415 2.210 -0.403
C 0.087 0.857 -0.830
C 1.386 0.491 -0.065
C 1.054 0.100 1.361
N 0.589 -1.326 1.349
N 0.302 0.608 -2.339
H -1.085 2.309 0.428
H 0.440 2.832 -0.060
H -0.914 2.719 -1.231
H -0.552 -0.077 -0.489
H 2.018 1.367 0.106
H 1.918 -0.247 -0.742
H 1.754 0.304 2.156
H 0.215 0.692 1.793
H 1.217 -2.176 1.569
H -0.182 -1.502 2.013
H 0.399 -1.650 0.364
H -0.348 1.172 -2.876
H 0.110 -0.380 -2.557
H 1.245 0.898 -2.642
H -2.774 -0.603 1.712
H -2.552 -0.010 3.088
O -2.225 0.060 2.157
H -1.307 -2.798 -1.055
H -0.009 -3.277 -1.685
O -0.371 -2.572 -1.120
```


[3]
Density functional theory data (ωB97M-V/def2-TZVPD) for an isolated molecule of C18H19N3OS.

## Properties
Highest occupied orbital energy in eV: -7.72
E_tot in Eh: -1335.00562
Frontier orbital gap in Eh: 0.3019

```
42
C18H19N3OS, DFT ωB97M-V/def2-TZVPD
C -4.985 -0.878 1.887
N -5.170 -0.739 0.456
C -4.762 0.567 -0.033
C -3.277 0.642 -0.198
C -2.465 -0.439 -0.290
C -1.092 -0.088 -0.472
C -0.909 1.272 -0.526
N 0.306 1.859 -0.757
H 0.382 2.849 -0.576
C 1.451 1.059 -0.365
N 1.232 -0.298 -0.826
C 0.046 -0.976 -0.690
O -0.004 -2.184 -0.815
H 2.057 -0.872 -0.926
C 1.691 1.089 1.136
C 2.808 0.651 1.694
C 3.945 0.110 0.921
C 4.032 -1.257 0.676
C 5.089 -1.769 -0.056
C 6.069 -0.923 -0.548
C 5.989 0.438 -0.304
C 4.933 0.953 0.427
H 4.871 2.014 0.619
H 6.753 1.101 -0.684
H 6.892 -1.323 -1.120
H 5.146 -2.831 -0.243
H 3.269 -1.917 1.063
H 2.925 0.663 2.770
H 0.869 1.450 1.739
H 2.335 1.449 -0.888
S -2.391 2.147 -0.343
C -3.004 -1.829 -0.188
C -4.535 -1.797 -0.313
H -4.959 -2.751 0.009
H -4.810 -1.637 -1.359
H -2.562 -2.451 -0.968
H -2.703 -2.262 0.770
H -5.121 1.336 0.655
H -5.254 0.734 -1.002
H -5.641 -0.169 2.392
H -5.275 -1.885 2.180
H -3.954 -0.696 2.220
```


[4]
Density functional theory data (ωB97M-V/def2-TZVPD) for a cluster of 4 separate species, C25H60BrIN3O7P2S in total in a non-equilibrium geometry.

## Properties
Highest occupied orbital energy in eV: -11.37
E_tot in Eh: -5631.77514
Net charge: +1
Frontier orbital gap in Eh: 0.3264

```
100
C25H60BrIN3O7P2S, DFT ωB97M-V/def2-TZVPD
C 3.561 -0.853 4.040
C 3.485 0.252 2.991
N 2.443 -0.068 1.997
C 2.315 0.859 0.943
O 1.191 1.684 1.089
C 0.343 1.725 -0.062
C 0.714 2.930 -0.958
S 1.686 4.254 -0.250
O 0.993 4.823 0.867
O 2.097 5.054 -1.370
C -1.118 1.845 0.422
Br -2.222 1.723 -1.180
C -1.471 3.109 1.199
C -2.869 3.022 1.809
C 0.668 0.343 -0.738
P -0.681 -0.951 -0.217
O -0.116 -1.636 1.166
I -0.459 -2.740 -1.832
N 2.149 0.176 -0.438
C 3.035 0.809 -1.523
N 3.481 2.143 -1.227
C 3.985 2.800 -2.449
P 2.695 -1.664 -0.254
C 3.033 -2.059 -2.024
C 4.420 -1.456 0.319
H 3.343 -1.819 3.580
H 4.565 -0.916 4.458
H 2.855 -0.687 4.851
H 3.272 1.209 3.478
H 4.441 0.347 2.474
H 1.551 -0.178 2.462
H 3.197 1.496 0.926
H -0.174 3.456 -1.314
H 1.250 2.600 -1.847
H 2.774 3.615 0.219
H -1.365 1.020 1.092
H -0.736 3.217 1.999
H -1.404 3.993 0.567
H -2.962 2.188 2.507
H -3.061 3.935 2.374
H -3.642 2.955 1.043
H 0.502 0.442 -1.812
H -0.646 -1.300 1.906
H 2.440 0.822 -2.435
H 3.871 0.138 -1.697
H 4.254 2.092 -0.571
H 4.752 2.207 -2.959
H 3.160 2.985 -3.138
H 4.409 3.762 -2.173
H 2.397 -1.523 -2.723
H 2.841 -3.126 -2.127
H 4.069 -1.862 -2.309
H 4.461 -1.603 1.393
H 4.912 -0.521 0.043
H 4.975 -2.257 -0.176
C -2.399 -4.582 1.112
C -3.821 -4.974 1.481
O -4.547 -5.553 0.416
C -4.027 -6.771 -0.094
C -3.983 -7.897 0.923
H -2.395 -3.987 0.196
H -1.948 -3.999 1.918
H -1.764 -5.454 0.944
H -4.391 -4.086 1.755
H -3.819 -5.632 2.357
H -3.033 -6.612 -0.530
H -4.695 -7.035 -0.914
H -3.240 -7.721 1.702
H -3.724 -8.833 0.427
H -4.956 -8.014 1.402
C 0.267 3.850 -4.697
C 1.719 3.955 -4.258
O 2.554 2.902 -4.717
C 2.693 2.810 -6.130
C 3.320 4.036 -6.766
H -0.123 2.852 -4.483
H -0.316 4.582 -4.136
H 0.113 4.055 -5.756
H 1.764 3.887 -3.169
H 2.132 4.933 -4.522
H 1.725 2.589 -6.593
H 3.330 1.939 -6.291
H 2.661 4.904 -6.726
H 3.536 3.837 -7.816
H 4.252 4.295 -6.263
C -4.921 -1.621 5.591
C -4.977 -0.339 4.779
O -3.894 -0.189 3.867
C -3.799 -1.186 2.870
C -4.992 -1.259 1.933
H -3.946 -1.730 6.067
H -5.686 -1.597 6.368
H -5.104 -2.506 4.979
H -4.904 0.525 5.438
H -5.933 -0.261 4.251
H -3.601 -2.168 3.316
H -2.909 -0.911 2.296
H -5.883 -1.645 2.430
H -4.769 -1.924 1.098
H -5.226 -0.269 1.538
```


[5]
Density functional theory data (ωB97M-V/def2-TZVPD) for a structure of composition C21H21F5N2PbS.

## Properties
Highest occupied orbital energy in eV: -14.90
E_tot in Eh: -2012.15955
Net charge: +2
Frontier orbital gap in Eh: 0.2990

```
51
C21H21F5N2PbS, DFT ωB97M-V/def2-TZVPD
Pb 0.121 1.595 -0.236
C 1.037 -0.834 -1.416
C 2.035 0.076 -1.613
C 2.838 0.213 -0.375
C 2.347 -0.617 0.571
C 1.192 -1.401 -0.012
C 1.399 -2.909 0.020
C 2.941 -0.922 1.906
C 4.027 1.114 -0.299
C 2.388 0.773 -2.885
C 0.091 -1.412 -2.420
H 0.550 -3.436 -0.413
H 1.542 -3.263 1.039
H 2.296 -3.149 -0.555
H 2.189 -1.052 2.683
H 3.627 -0.141 2.226
H 3.508 -1.855 1.855
H 3.749 2.159 -0.459
H 4.748 0.861 -1.079
H 4.533 1.044 0.659
H 1.582 0.742 -3.617
H 3.255 0.280 -3.332
H 2.676 1.811 -2.714
H -0.894 -1.613 -1.993
H 0.473 -2.369 -2.785
H -0.033 -0.760 -3.282
F -0.246 -0.897 6.575
C -0.285 -0.899 5.265
C -0.227 0.306 4.573
F -0.140 1.448 5.228
C -0.261 0.285 3.195
F -0.208 1.464 2.537
C -0.352 -0.901 2.477
S -0.463 -0.922 0.719
C -0.432 -2.092 3.193
F -0.534 -3.243 2.542
C -0.389 -2.101 4.576
F -0.446 -3.238 5.237
N -5.676 2.346 -3.005
C -4.495 2.113 -2.433
C -4.194 0.870 -1.830
C -2.976 0.676 -1.250
N -2.007 1.620 -1.216
C -2.293 2.811 -1.797
C -3.481 3.098 -2.399
H -6.395 1.643 -3.025
H -5.885 3.233 -3.430
H -4.924 0.073 -1.818
H -2.750 -0.271 -0.778
H -1.517 3.569 -1.770
H -3.638 4.072 -2.841
```


[6]
Density functional theory data (ωB97M-V/def2-TZVPD) for an isolated molecule of C6H10O in a non-equilibrium geometry.

## Properties
Highest occupied orbital energy in eV: -9.45
E_tot in Eh: -309.80676
Frontier orbital gap in Eh: 0.3692

```
17
C6H10O, DFT ωB97M-V/def2-TZVPD
C 0.808 -0.130 1.403
C 0.100 1.287 1.854
C -0.881 -1.348 -1.791
C -0.360 -0.463 0.532
C -0.161 -0.315 -0.973
C 0.574 0.656 -1.529
O -1.332 -1.115 0.949
H 1.744 0.082 0.886
H 0.891 -0.840 2.231
H 0.293 2.051 1.098
H 0.617 1.597 2.766
H -0.953 1.329 2.139
H -0.764 -1.167 -2.864
H -1.951 -1.343 -1.565
H -0.489 -2.347 -1.575
H 1.168 1.356 -0.954
H 0.694 0.710 -2.608
```


[7]
Density functional theory data (ωB97M-V/def2-TZVPD) for a cluster of 6 separate species, C12H36O6S6 in total in a non-equilibrium geometry.

## Properties
Highest occupied orbital energy in eV: -8.69
E_tot in Eh: -3319.12100
Frontier orbital gap in Eh: 0.3218

```
60
C12H36O6S6, DFT ωB97M-V/def2-TZVPD
C -5.673 1.706 -2.415
S -4.939 3.035 -1.458
O -6.025 3.826 -0.842
C -4.254 1.961 -0.186
H -6.274 2.199 -3.179
H -6.264 0.993 -1.844
H -4.881 1.158 -2.930
H -3.735 2.612 0.519
H -3.514 1.195 -0.436
H -5.054 1.384 0.282
C 0.231 0.653 -0.625
S -0.652 -0.011 0.794
O -1.606 -1.093 0.442
C 0.753 -0.780 1.603
H 0.617 -0.115 -1.301
H 1.039 1.243 -0.204
H -0.543 1.165 -1.189
H 1.092 -1.523 0.876
H 0.497 -1.311 2.514
H 1.610 -0.119 1.728
C -0.480 4.664 0.654
S -0.188 4.810 -1.115
O -0.390 3.446 -1.686
C -1.716 5.596 -1.582
H -0.945 3.690 0.821
H -1.098 5.458 1.067
H 0.484 4.629 1.160
H -2.513 4.931 -1.256
H -1.727 5.820 -2.645
H -1.824 6.574 -1.102
C 4.953 -2.261 4.228
S 5.180 -0.566 4.797
O 6.651 -0.397 4.937
C 4.851 0.220 3.201
H 5.448 -2.311 3.258
H 3.941 -2.657 4.197
H 5.543 -2.880 4.906
H 4.246 1.121 3.303
H 4.246 -0.412 2.542
H 5.813 0.401 2.729
C -2.896 -4.256 -2.087
S -4.198 -3.352 -2.964
O -5.505 -4.027 -2.753
C -4.276 -1.939 -1.835
H -3.379 -5.144 -1.650
H -2.463 -3.706 -1.260
H -2.306 -4.835 -2.798
H -3.646 -1.104 -2.142
H -3.814 -2.204 -0.879
H -5.316 -1.729 -1.602
C 5.334 -3.601 -0.012
S 3.664 -3.155 -0.450
O 3.027 -2.785 0.848
C 3.879 -1.569 -1.242
H 6.010 -2.741 0.027
H 5.857 -4.300 -0.669
H 5.327 -4.084 0.963
H 2.913 -1.163 -1.530
H 4.579 -1.423 -2.067
H 4.308 -0.935 -0.457
```


[8]
Density functional theory data (ωB97M-V/def2-TZVPD) for a cluster of 2 separate species, C16H28F3NO9P2 in total in a non-equilibrium geometry.

## Properties
Highest occupied orbital energy in eV: -8.45
E_tot in Eh: -2340.66755
Frontier orbital gap in Eh: 0.3328

```
59
C16H28F3NO9P2, DFT ωB97M-V/def2-TZVPD
N -3.646 2.456 -1.619
C -2.342 2.275 -2.308
O -1.436 3.337 -1.909
P -0.875 3.135 -0.327
O -1.345 1.776 0.202
O -1.209 4.435 0.700
C -2.583 4.412 1.173
C -2.815 3.393 2.411
O -3.672 2.317 1.922
C -3.322 1.054 2.514
C -4.057 -0.083 1.613
F -3.214 -0.485 0.536
F -4.451 -1.196 2.401
F -5.184 0.556 0.996
O 0.837 3.053 -0.438
C 1.402 2.495 0.782
C 2.033 1.010 0.549
C 1.245 0.056 1.594
C 1.686 0.090 3.081
C 0.911 -0.782 4.091
C -0.278 -1.664 3.658
C -0.683 -1.715 2.169
C 0.063 -0.867 1.120
H -4.394 2.111 -2.241
H -3.698 1.934 -0.733
H -1.903 1.221 -2.219
H -2.551 2.425 -3.434
H -2.784 5.465 1.608
H -3.365 4.281 0.341
H -3.267 3.891 3.331
H -1.767 2.962 2.639
H -2.185 0.864 2.477
H -3.724 0.966 3.595
H 2.249 3.211 1.113
H 0.649 2.495 1.640
H 1.791 0.749 -0.543
H 3.152 1.075 0.762
H 2.546 0.745 3.433
H 1.213 -0.759 5.191
H -0.861 -2.274 4.423
H -1.570 -2.362 1.838
H -0.236 -0.857 0.011
C 1.800 -2.632 -4.348
O 1.963 -3.569 -3.295
P 3.296 -3.482 -2.410
O 3.410 -2.268 -1.572
O 4.476 -3.721 -3.464
C 5.125 -2.592 -4.033
O 3.283 -4.858 -1.605
C 2.441 -4.962 -0.465
H 0.735 -2.495 -4.540
H 2.238 -1.664 -4.093
H 2.272 -3.023 -5.252
H 4.773 -1.650 -3.610
H 4.945 -2.586 -5.110
H 6.199 -2.679 -3.855
H 1.619 -5.645 -0.686
H 2.035 -3.995 -0.161
H 3.028 -5.373 0.359
```


Repeat the sixth record exactly.
Density functional theory data (ωB97M-V/def2-TZVPD) for an isolated molecule of C6H10O in a non-equilibrium geometry.

## Properties
Highest occupied orbital energy in eV: -9.45
E_tot in Eh: -309.80676
Frontier orbital gap in Eh: 0.3692

```
17
C6H10O, DFT ωB97M-V/def2-TZVPD
C 0.808 -0.130 1.403
C 0.100 1.287 1.854
C -0.881 -1.348 -1.791
C -0.360 -0.463 0.532
C -0.161 -0.315 -0.973
C 0.574 0.656 -1.529
O -1.332 -1.115 0.949
H 1.744 0.082 0.886
H 0.891 -0.840 2.231
H 0.293 2.051 1.098
H 0.617 1.597 2.766
H -0.953 1.329 2.139
H -0.764 -1.167 -2.864
H -1.951 -1.343 -1.565
H -0.489 -2.347 -1.575
H 1.168 1.356 -0.954
H 0.694 0.710 -2.608
```


Repeat the sixth record exactly.
Density functional theory data (ωB97M-V/def2-TZVPD) for an isolated molecule of C6H10O in a non-equilibrium geometry.

## Properties
Highest occupied orbital energy in eV: -9.45
E_tot in Eh: -309.80676
Frontier orbital gap in Eh: 0.3692

```
17
C6H10O, DFT ωB97M-V/def2-TZVPD
C 0.808 -0.130 1.403
C 0.100 1.287 1.854
C -0.881 -1.348 -1.791
C -0.360 -0.463 0.532
C -0.161 -0.315 -0.973
C 0.574 0.656 -1.529
O -1.332 -1.115 0.949
H 1.744 0.082 0.886
H 0.891 -0.840 2.231
H 0.293 2.051 1.098
H 0.617 1.597 2.766
H -0.953 1.329 2.139
H -0.764 -1.167 -2.864
H -1.951 -1.343 -1.565
H -0.489 -2.347 -1.575
H 1.168 1.356 -0.954
H 0.694 0.710 -2.608
```


> What is the formula in the first record?

C4H8O